*A*
{"formula": "CH2N2OS2", "method": "wB97M-V/def2-TZVPD", "homo_lumo_gap_ev": 7.05, "species": ["H", "O", "S", "H", "C", "S", "N", "N"], "xyz": [[-1.23, -1.55, -0.65], [2.38, 0.27, -0.78], [2.54, 0.91, 0.51], [-2.58, -0.34, -1.10], [-1.65, -0.57, -0.61], [2.08, -0.19, 2.01], [-0.50, 1.13, 0.60], [-1.05, 0.33, 0.03]]}

---

*B*
{"formula": "CH2N2OS2", "method": "wB97M-V/def2-TZVPD", "homo_lumo_gap_ev": [7.42, 7.16], "species": ["S", "N", "S", "C", "H", "O", "H", "N"], "xyz": [[0.68, -1.71, -0.65], [1.58, -0.69, 0.33], [-1.16, -0.77, -0.94], [-0.03, 0.89, 0.80], [-0.80, 0.33, 1.32], [-1.29, -0.41, -2.35], [-0.13, 1.96, 0.78], [1.16, 0.40, 0.70]]}

---

*C*
{"formula": "CH2N2OS2", "method": "wB97M-V/def2-TZVPD", "homo_lumo_gap_ev": 9.32, "species": ["S", "C", "O", "N", "H", "H", "S", "N"], "xyz": [[1.93, 1.09, -0.41], [0.34, -0.14, 0.02], [1.84, 1.87, 0.86], [0.81, -1.37, 0.38], [-0.32, 0.43, 0.64], [0.10, -0.10, -1.03], [3.12, -0.66, -0.20], [1.97, -1.71, 0.34]]}

---

Result of the stability comparison: *A* is the most stable of them.

---

*A*
{"formula": "CH2N2OS2", "method": "wB97M-V/def2-TZVPD", "homo_lumo_gap_ev": 7.76, "species": ["N", "O", "S", "C", "H", "S", "N", "H"], "xyz": [[-0.70, 1.28, 0.20], [2.15, 0.31, -0.86], [-1.78, 0.24, -0.38], [0.26, -1.14, 0.21], [-0.75, 2.28, 0.24], [1.21, 0.31, 0.28], [-0.99, -1.11, -0.06], [0.60, -2.17, 0.37]]}

---

*B*
{"formula": "CH2N2OS2", "method": "wB97M-V/def2-TZVPD", "homo_lumo_gap_ev": [7.28, 6.83], "species": ["H", "N", "H", "S", "O", "N", "C", "S"], "xyz": [[-0.29, 1.94, 0.33], [0.00, -1.25, -0.50], [0.84, -1.74, -0.19], [-3.03, -0.31, -0.15], [-2.02, 1.00, -0.31], [0.12, -0.04, -0.01], [-0.74, 0.86, -0.04], [-0.93, -1.59, -1.85]]}

---

Result of the stability comparison: *A* is the most stable of them.